Run a
DFT (wB97M-V/def2-TZVPD) results for 2 unconnected molecules or ions with the total composition C8H14.

The LUMO energy is -2.405 eV. The orbital gap is 4.089 eV.

Structure (ORCA input):
```
! RIJCOSX wB97M-V def2-TZVPD def2/J DEFGRID3
* xyz 0 1
C 3.0050 -1.0052 -0.5774
C 3.0550 0.5375 -0.1755
C 1.7816 1.1768 0.3301
C -0.6352 -0.3277 -0.1521
C -4.1518 0.4542 1.0471
C -2.9716 0.5789 0.4499
C -1.9502 -0.4968 0.4871
C -1.6018 -0.8887 -1.0619
H 3.8986 -1.4616 -0.1517
H 3.0869 -1.0658 -1.6568
H 2.1047 -1.4455 -0.1700
H 2.8357 0.9123 -1.1831
H 4.0399 0.8852 0.0973
H 1.3181 1.8747 -0.3558
H 1.6851 1.6136 1.3273
H 0.1858 -0.8987 0.2487
H -0.3473 0.6892 -0.5374
H -4.8814 1.2484 1.0227
H -4.3492 -0.4974 1.5168
H -2.6165 1.3300 -0.2489
H -2.1241 -1.3258 1.1656
H -1.3673 -1.8877 -1.4219
*
```

These are the Löwdin partial charges, in e, on atoms 1 to 8: number 1, C, carries -0.08; number 2, C, carries -0.27; number 3, C, carries 0.03; number 4, C, carries -0.28; number 5, C, carries 0.00; number 6, C, carries -0.19; number 7, C, carries -0.23; number 8, C, carries 0.02

=====

Run b
DFT (wB97M-V/def2-TZVPD) results for C8H14 in the gas phase.

The structure (SMILES) is C=C(CC)C/C=C/C. The LUMO energy is 1.114 eV. The orbital gap is 10.176 eV.

Structure (ORCA input):
```
! RIJCOSX wB97M-V def2-TZVPD def2/J DEFGRID3
* xyz 0 1
C 2.6346 0.7353 0.4348
C 1.4240 0.3894 1.2900
C 0.0461 0.9711 0.9285
C -0.8125 1.1501 1.8870
C -0.3425 1.1306 -0.5358
C -0.5120 -0.2280 -1.1984
C -1.3085 -1.2898 -0.9642
C -1.5035 -2.5418 -1.6898
H 3.5773 0.3599 0.9120
H 2.8016 1.8126 0.3218
H 2.5959 0.1954 -0.6119
H 1.2357 -0.7546 1.3811
H 1.6524 0.7693 2.2414
H -1.6865 1.7969 1.6284
H -0.6893 0.8244 2.9297
H -1.2456 1.7303 -0.6408
H 0.4333 1.5699 -1.1463
H 0.1366 -0.3015 -2.1796
H -2.0063 -1.1201 -0.0940
H -2.0715 -3.2214 -1.0414
H -0.5793 -3.1118 -1.8469
H -1.9091 -2.4510 -2.7656
*
```

These are the Löwdin partial charges, in e, on atoms 1 to 8: number 1, C, carries -0.13; number 2, C, carries -0.23; number 3, C, carries -0.34; number 4, C, carries 0.02; number 5, C, carries -0.17; number 6, C, carries -0.12; number 7, C, carries -0.20; number 8, C, carries -0.14

=====

Which structure is most stable, and how do the rest compare? From most to least stable: run b, run a.

=====

Run a
DFT (wB97M-V/def2-TZVPD) results for a molecular structure, C2H9N3.

The LUMO energy (spin up / spin down) is 0.151 / 0.152 eV. The orbital gap (spin up / spin down) is 7.796 / 7.797 eV.

Structure (ORCA input):
```
! RIJCOSX wB97M-V def2-TZVPD def2/J DEFGRID3
* xyz 0 1
C 0.3066 -0.5037 0.7084
C 1.3837 0.5601 0.8083
N -1.0274 -0.1638 0.6620
N -1.3112 1.0887 0.3827
N -0.4454 -1.2376 -1.7344
H -2.2985 1.2451 0.2149
H -0.6989 1.6010 -0.2490
H -0.5348 -0.7374 -2.6240
H -1.1826 -1.8869 -1.4482
H 0.4539 -1.3352 1.4064
H 0.3255 -1.0974 -0.6057
H 2.2906 0.1189 1.2246
H 1.6268 0.9407 -0.1882
H 1.1116 1.4076 1.4425
*
```

These are the Löwdin partial charges, in e, on atoms 1 to 8: number 1, C, carries -0.33; number 2, C, carries -0.11; number 3, N, carries -0.04; number 4, N, carries 0.05; number 5, N, carries -0.12; number 6, H, carries 0.11; number 7, H, carries 0.11; number 8, H, carries -0.05

=====

Run b
DFT (wB97M-V/def2-TZVPD) results for 2 unconnected molecules or ions with the total composition C2H9N3.

The LUMO energy (spin up / spin down) is 0.478 / 0.800 eV. The orbital gap (spin up / spin down) is 8.171 / 8.933 eV.

Structure (ORCA input):
```
! RIJCOSX wB97M-V def2-TZVPD def2/J DEFGRID3
* xyz 0 1
C 1.3246 -0.4897 0.3524
C -1.4708 -0.3369 -1.3277
N 0.2905 0.5365 0.3513
N -1.8688 -0.7535 -0.0936
N 0.6825 1.5803 1.1140
H -1.3649 -1.6041 0.1651
H 1.3486 1.4380 1.8694
H -0.0517 2.2453 1.3117
H 1.0485 -1.2689 -0.3566
H 2.3062 -0.0837 0.0724
H 1.4133 -0.9489 1.3453
H -1.0472 -1.0622 -2.0372
H -2.1528 0.3711 -1.8089
H -0.4583 0.3767 -0.9576
*
```

These are the Löwdin partial charges, in e, on atoms 1 to 8: number 1, C, carries -0.14; number 2, C, carries -0.33; number 3, N, carries -0.20; number 4, N, carries -0.01; number 5, N, carries 0.02; number 6, H, carries 0.02; number 7, H, carries 0.09; number 8, H, carries 0.10

=====

Which structure is most stable, and how do the rest compare? From most to least stable: run a, run b.

=====

Run a
DFT (wB97M-V/def2-TZVPD) results for a gas-phase ion, C4H10NO (charge +1).

The LUMO energy is -8.370 eV. The orbital gap is 6.135 eV.

Structure (ORCA input):
```
! RIJCOSX wB97M-V def2-TZVPD def2/J DEFGRID3
* xyz 1 1
C -1.4806 0.5696 0.6258
C -0.1383 0.7497 -0.0050
C 0.8969 -0.3230 0.2571
C 1.6637 -0.6334 -1.0384
O 0.7140 -1.0226 -2.0443
N -1.5757 0.6093 2.0842
H -1.9288 -0.4439 0.3498
H -2.1778 1.2832 0.1365
H 0.0746 -0.3101 -2.1269
H 0.2557 1.7371 0.0058
H 0.3965 -1.2494 0.6280
H 1.6253 -0.0359 1.0139
H 2.3917 -1.5118 -0.9265
H -2.4441 0.9643 2.4728
H 2.2321 0.2588 -1.3962
H -0.7571 1.0459 2.5706
*
```

These are the Löwdin partial charges, in e, on atoms 1 to 8: number 1, C, carries -0.26; number 2, C, carries 0.20; number 3, C, carries -0.11; number 4, C, carries -0.21; number 5, O, carries -0.04; number 6, N, carries 0.07; number 7, H, carries 0.15; number 8, H, carries 0.14

=====

Run b
DFT (wB97M-V/def2-TZVPD) results for a gas-phase ion, C4H10NO (charge +1).

The structure (SMILES) is C[NH2+][C@]1(C)CO1. The LUMO energy is -3.748 eV. The orbital gap is 11.237 eV.

Structure (ORCA input):
```
! RIJCOSX wB97M-V def2-TZVPD def2/J DEFGRID3
* xyz 1 1
C -1.8465 0.3140 -0.8395
C -0.7564 -0.1498 -0.0219
C -0.6587 -1.5358 0.4754
C 1.5978 0.8287 0.0346
N 0.1765 0.7811 0.5537
O -2.0698 0.6457 0.4579
H -1.9910 1.1716 -1.4922
H -2.3215 -0.5911 -1.1357
H -0.3601 -1.5120 1.5353
H 0.0254 -2.1201 -0.2065
H -1.6345 -1.9925 0.2782
H 2.2943 -0.0280 0.2543
H 1.6425 0.8687 -0.9923
H 1.9998 1.7536 0.4981
H -0.1951 1.7990 0.5869
H 0.2875 0.6078 1.6430
*
```

These are the Löwdin partial charges, in e, on atoms 1 to 8: number 1, C, carries -0.14; number 2, C, carries -0.35; number 3, C, carries 0.03; number 4, C, carries 0.02; number 5, N, carries 0.04; number 6, O, carries 0.00; number 7, H, carries 0.15; number 8, H, carries 0.12

=====

Run c
DFT (wB97M-V/def2-TZVPD) results for a gas-phase ion, C4H10NO (charge +1).

The structure (SMILES) is CC(=[NH2+])[C@@H](C)O. The LUMO energy is -4.752 eV. The orbital gap is 10.738 eV.

Structure (ORCA input):
```
! RIJCOSX wB97M-V def2-TZVPD def2/J DEFGRID3
* xyz 1 1
C 0.7184 -0.7135 -0.2887
C 0.1191 0.2267 0.6908
C -0.1984 1.5442 0.0977
C -0.6953 -0.9229 -0.9874
N -0.3135 -0.1801 1.8790
O 1.6905 -0.3097 -1.1211
H 1.1311 -1.6102 0.2868
H -0.1563 1.2145 -0.9748
H 0.6160 2.3409 0.2924
H -1.1332 1.9277 0.4158
H -1.4457 -1.4644 -0.4444
H -0.3892 -1.5130 -1.8491
H -1.0556 -0.0133 -1.4328
H -1.1731 0.1612 2.3194
H -0.0672 -1.0613 2.1649
H 2.3523 0.3733 -1.0484
*
```

These are the Löwdin partial charges, in e, on atoms 1 to 8: number 1, C, carries -0.38; number 2, C, carries -0.23; number 3, C, carries 0.02; number 4, C, carries 0.03; number 5, N, carries 0.27; number 6, O, carries 0.06; number 7, H, carries 0.19; number 8, H, carries 0.09

=====

Run d
DFT (wB97M-V/def2-TZVPD) results for 2 unconnected molecules or ions with the total composition C4H10NO.

The LUMO energy is -5.562 eV. The orbital gap is 8.575 eV.

Structure (ORCA input):
```
! RIJCOSX wB97M-V def2-TZVPD def2/J DEFGRID3
* xyz 1 1
C 1.5018 0.2969 1.6282
C 0.7403 -0.4616 0.5318
C 1.2891 -1.1353 -0.5135
C -1.4123 0.4780 1.2053
N -0.6321 -0.0370 0.2506
H 1.3521 1.4469 1.3881
H 2.5819 0.0253 1.4504
H 1.1768 -0.0484 2.6182
H 0.5910 -1.5856 -1.2314
H 2.3982 -1.1478 -0.7388
H -2.4527 0.2954 0.8890
H -1.2239 1.0088 2.0718
H -1.1095 -0.2414 -0.6333
H -1.3817 0.8358 -3.5881
H -2.1715 -0.0344 -2.6297
O -1.2475 0.3045 -2.6988
*
```

These are the Löwdin partial charges, in e, on atoms 1 to 8: number 1, C, carries -0.04; number 2, C, carries -0.32; number 3, C, carries 0.13; number 4, C, carries 0.22; number 5, N, carries 0.08; number 6, H, carries 0.14; number 7, H, carries 0.10; number 8, H, carries 0.08

=====

Which structure is most stable, and how do the rest compare? From most to least stable: run c, run d, run b, run a.